Molecular formula: C5H9N2O2S
Method: DFT, wB97M-V/def2-TZVPD

Summary:
ΔE to the lowest compared entry with this formula, charge and spin: 1.787 eV
HOMO: -13.13 eV
net charge: +1
HOMO-LUMO gap: 9.03 eV

Last column: Mulliken charge in e.
Positions of all 19 atoms, in Å:
C  -0.50  -1.46  0.65  -0.345
C  -2.39  0.06  0.43  -0.112
C  0.31  -0.29  0.48  -0.192
C  -0.17  1.07  0.19  0.090
C  2.26  -0.86  -0.98  -1.018
N  -1.91  -1.14  0.59  -0.056
N  -1.65  1.15  0.34  -0.148
O  2.52  1.27  0.78  -0.537
O  0.02  1.37  -1.12  -0.507
S  2.21  -0.15  0.73  0.483
H  -0.06  -2.41  0.61  0.408
H  -3.44  0.26  0.47  0.392
H  0.28  1.71  0.96  0.516
H  3.19  -0.83  -1.55  0.381
H  1.56  -0.36  -1.54  0.369
H  2.05  -1.84  -0.82  0.381
H  -2.66  -1.75  0.85  0.261
H  -2.13  2.01  0.17  0.247
H  0.51  2.18  -1.24  0.386